Record 1
# C14H9Cl33NO4PS

A cluster of 9 separate species, C14H9Cl33NO4PS in total (ωB97M-V/def2-TZVPD, the Open Molecules 2025 dataset).

XYZ file:
```
63
Properties=species:S:1:pos:R:3:forces:R:3
C 5.19931 -2.26963 2.05403 -3.6 9.7 1.4
C 4.75653 -0.94415 2.31759 3.0 -8.4 -2.0
N 4.40389 0.52140 2.64230 -1.3 -3.6 -1.7
C 2.90775 0.60468 3.01175 -2.7 3.8 3.0
O 2.52832 1.60570 3.80942 2.0 -6.8 -5.2
O 2.04039 -0.40932 2.39417 1.9 3.2 2.8
C 0.64287 -0.30376 2.83863 -2.3 -0.5 -0.6
C -0.25912 0.65008 1.80279 -0.3 -1.0 0.0
C -0.90894 -0.28013 0.57395 -1.1 1.0 0.8
Cl 0.23490 -0.45687 -0.87451 -1.1 0.0 1.4
P 4.56180 1.44894 1.09059 0.1 2.2 -2.9
O 3.79046 3.01255 1.42661 0.3 -3.0 -1.2
O 6.23312 1.77373 0.66069 -3.0 0.1 0.5
S 3.76581 0.53590 -0.44078 0.2 0.7 1.0
H 5.31673 -3.33537 1.56617 -0.3 2.9 1.3
H 0.49584 -0.02302 3.96477 0.7 -0.2 -2.3
H 0.17360 -1.39437 2.71303 1.4 2.3 0.3
H 0.35833 1.53807 1.34761 -1.2 -1.8 1.0
H -1.19311 1.04856 2.40419 2.0 -0.7 -1.1
H -1.89635 0.24865 0.16172 2.6 -1.1 0.8
H -1.24246 -1.34039 0.96813 0.9 2.1 -0.9
H 2.90089 3.04860 0.93981 1.9 -0.5 0.7
H 6.24651 1.98018 -0.34009 -0.5 -0.7 2.2
Cl 2.26500 -3.95703 -5.05264 -0.2 0.2 0.2
C 1.20366 -3.10056 -3.90614 0.0 0.2 0.1
Cl 2.17604 -1.97836 -2.92139 -0.3 -0.5 -0.2
Cl -0.02865 -2.18351 -4.80890 0.3 -0.2 0.2
Cl 0.40222 -4.28336 -2.84147 0.2 0.3 -0.3
Cl 3.98157 -0.76639 -5.33701 0.2 0.6 -0.1
C 4.20366 0.97084 -5.00967 -0.1 0.0 0.0
Cl 2.67241 1.66439 -4.41906 0.4 -0.2 -0.1
Cl 5.46867 1.18537 -3.77343 -0.3 -0.1 -0.3
Cl 4.69196 1.80011 -6.50923 -0.1 -0.2 0.3
Cl -1.08795 2.78623 -3.56358 0.1 0.2 -0.3
C -0.89637 3.83449 -4.99148 0.0 0.0 -0.1
Cl -0.20731 2.88822 -6.33475 -0.2 0.2 0.3
Cl -2.48624 4.47862 -5.47308 0.4 -0.1 0.1
Cl 0.19614 5.18494 -4.59460 -0.5 -0.7 -0.1
Cl 3.80828 8.59276 -2.04421 -0.4 -0.3 0.0
C 2.41378 7.49197 -2.17876 0.0 0.0 0.1
Cl 1.85331 7.44739 -3.86946 0.4 0.4 0.5
Cl 2.89840 5.85452 -1.67038 -0.1 0.4 -0.2
Cl 1.09501 8.07322 -1.13101 0.3 -0.2 -0.3
Cl -4.02490 -2.49705 -1.43460 -0.2 0.2 0.3
C -5.08624 -1.64059 -0.28809 -0.2 -0.1 0.0
Cl -4.11386 -0.51839 0.69665 -0.6 -0.3 -0.1
Cl -6.31854 -0.72353 -1.19085 0.3 -0.2 0.2
Cl -5.88767 -2.82338 0.77657 0.3 0.7 -0.1
Cl -8.56567 -6.15274 1.17223 0.3 -0.2 -0.3
C -7.41855 -6.83536 -0.00786 0.0 0.0 -0.1
Cl -8.32155 -7.60345 -1.33798 0.2 0.2 0.3
Cl -6.39271 -5.53309 -0.66077 -0.3 -0.7 0.0
Cl -6.39423 -8.05229 0.79505 -0.2 0.3 -0.2
Cl 5.41225 2.76513 3.72333 0.6 0.9 0.8
C 5.63434 4.50237 4.05068 0.0 -0.1 -0.1
Cl 4.10308 5.19592 4.64128 0.4 -0.2 -0.2
Cl 6.89934 4.71689 5.28692 -0.3 0.0 -0.3
Cl 6.12263 5.33164 2.55112 -0.1 -0.2 0.3
Cl -11.29212 -6.84103 3.47793 0.2 0.0 0.3
C -10.26568 -6.67518 4.92478 0.0 0.0 0.0
Cl -8.75288 -7.58601 4.68729 -0.4 0.2 0.1
Cl -9.88740 -4.95449 5.19063 -0.1 -0.4 -0.1
Cl -11.13028 -7.31927 6.34338 0.2 0.2 -0.4
```
Forces are in eV/Å.

The calculation puts the energy above the lowest of the compared OMol25 structures with the same formula, charge and spin at 122.5 kcal/mol. Its SMILES is C#CN(C(=O)OCCCCl)P(O)(O)=S.ClC(Cl)(Cl)Cl.ClC(Cl)(Cl)Cl.ClC(Cl)(Cl)Cl.ClC(Cl)(Cl)Cl.ClC(Cl)(Cl)Cl.ClC(Cl)(Cl)Cl.ClC(Cl)(Cl)Cl.ClC(Cl)(Cl)Cl. The calculation puts the maximum force at 10.45 eV/Å.



Record 2
# C54H46ClF4N3O8S

A cluster of 5 separate species, C54H46ClF4N3O8S in total (ωB97M-V/def2-TZVPD, the Open Molecules 2025 dataset).

XYZ file:
```
117
Properties=species:S:1:pos:R:3:forces:R:3
C -0.30438 1.68234 5.60794 0.1 0.2 0.0
C -1.62872 1.77972 5.79070 0.0 -0.2 -0.8
C -2.59504 1.15997 4.76220 0.2 0.8 0.0
C -1.88794 0.35097 3.67643 -0.6 0.7 0.8
C -1.61548 0.95057 2.44791 -0.7 0.5 -0.2
C -2.05479 2.38807 2.17374 0.9 0.4 -0.2
C -1.09669 3.46553 2.79816 -0.7 0.0 -0.1
S 0.55929 3.02932 2.17275 0.9 -0.4 0.0
C 1.66165 4.11818 3.01334 -2.2 0.1 -0.4
N 1.20257 5.19675 3.54544 0.5 0.1 0.3
N 2.31081 5.77231 4.13996 -0.6 1.3 0.6
C 3.31469 5.04265 3.91376 -0.1 -0.1 -0.1
O 2.96893 3.93565 3.16725 0.9 -0.3 0.2
C -0.97148 0.19660 1.47850 -0.1 0.4 -0.3
C -0.61360 -1.10974 1.76207 0.6 -0.4 -1.0
C -0.90592 -1.71497 2.96990 0.1 -1.3 0.7
C -0.53894 -3.17433 3.19766 -0.3 0.4 -1.5
C -1.64241 -4.18392 2.78955 0.6 -0.9 1.6
O -1.68322 -5.23145 3.36850 -0.4 0.8 -1.0
Cl -2.78276 -3.78342 1.49068 0.4 -0.1 0.3
C -1.54530 -0.97709 3.95449 -0.2 1.2 -0.4
N -1.93220 -1.49589 5.24490 0.7 -0.9 -0.5
C -3.12329 -2.29736 5.22596 -1.3 -1.2 0.9
C -3.83152 -2.49603 6.56962 0.9 1.3 -0.2
O -3.61211 -2.76418 4.23057 0.6 0.8 -0.1
C -0.88476 -2.07624 6.01156 0.9 -0.6 0.8
C 0.44750 -1.34909 6.19420 0.0 -0.4 -0.5
O -0.99268 -3.17552 6.51571 -0.6 0.6 -0.1
C 0.12314 -1.82753 0.64627 0.1 0.4 -0.2
O -0.06651 -2.98055 0.33156 0.2 0.2 0.2
C 1.11332 -0.95259 -0.09330 -0.1 -0.3 0.2
C 2.36612 -1.37982 -0.49575 0.1 -1.1 -0.3
C 2.87741 -2.79069 -0.21366 0.7 1.4 0.9
C 4.28311 -2.65620 0.43972 -0.4 -0.3 0.1
C 4.56532 -3.81644 1.39145 0.0 -0.7 0.0
O 3.79705 -4.71012 1.63696 0.5 0.7 -0.2
O 5.80447 -3.83334 1.96928 -0.4 0.3 -0.1
C 3.18410 -0.47079 -1.15016 0.9 -0.2 -0.3
C 2.80460 0.81673 -1.43257 -0.2 0.4 0.0
C 1.54016 1.23182 -1.04577 0.2 0.8 -0.6
C 0.73824 0.34968 -0.38785 -1.6 0.0 0.9
C -0.63473 0.74608 0.10058 0.3 -0.2 -0.1
O -1.39642 1.40661 -0.56727 0.2 0.0 0.2
H 0.11645 1.83111 4.61172 -0.1 -1.5 -0.1
H 0.41338 1.44648 6.39062 0.0 1.5 0.3
H -2.05059 2.33232 6.63163 -0.1 -1.2 0.5
H -3.22570 0.47467 5.34019 0.1 0.2 0.0
H -3.26916 1.91052 4.33770 0.0 -0.2 0.0
H -2.04994 2.60091 1.10207 -0.1 -0.3 0.2
H -3.08938 2.55091 2.47965 0.2 0.1 0.2
H -1.15478 3.51171 3.88648 0.3 -0.2 -0.1
H -1.38936 4.44151 2.41424 0.2 -0.1 0.0
H 4.29640 5.29062 4.28416 0.2 -0.7 -0.4
H -0.17173 -3.41334 4.19376 -0.4 -0.1 0.0
H 0.28612 -3.40053 2.51055 -0.1 -0.2 0.2
H -4.66034 -1.77444 6.56260 -0.1 -0.4 0.0
H -3.16867 -2.16541 7.37544 -0.2 -0.4 0.0
H -4.17881 -3.51806 6.69063 0.0 0.1 -0.1
H 0.82245 -0.96323 5.23927 -0.2 0.4 0.3
H 1.17204 -2.09923 6.52298 -0.3 0.0 0.0
H 0.39643 -0.59187 6.97614 -0.2 0.1 -0.3
H 2.95939 -3.38713 -1.11803 -0.2 0.0 0.2
H 2.21666 -3.23463 0.52946 0.2 -0.4 -0.4
H 5.06742 -2.60169 -0.32403 0.0 -0.1 0.2
H 4.33923 -1.71828 1.01160 0.0 -0.2 0.0
H 6.25088 -2.99019 1.82378 0.0 -0.1 -0.1
H 4.18303 -0.77304 -1.45558 -0.1 -0.1 0.1
H 3.48147 1.50258 -1.93071 -0.1 -0.1 0.0
H 1.18227 2.23571 -1.25601 0.0 -0.1 0.1
F -3.46780 4.97530 1.67644 -0.1 0.0 0.0
C -3.42951 6.23026 1.17316 0.0 0.4 -0.2
C -3.06367 7.27400 1.99831 0.1 -0.1 0.3
C -3.01993 8.55938 1.47769 -0.1 -0.1 -0.2
C -3.35104 8.78261 0.14770 0.0 0.1 0.0
C -3.72118 7.71987 -0.66615 0.1 0.1 0.1
C -3.75606 6.43195 -0.15218 -0.1 -0.2 -0.2
H -2.81646 7.07977 3.03424 0.0 0.0 0.0
H -2.72772 9.38679 2.11050 0.0 0.0 0.0
H -3.32015 9.78675 -0.25477 0.0 0.0 0.0
H -3.98299 7.89343 -1.70045 0.0 0.0 0.0
H -4.03341 5.58856 -0.77150 0.0 0.0 0.0
F 3.24613 -5.08950 -2.50090 0.1 0.0 0.0
C 2.01551 -5.37003 -2.98699 -0.5 -0.1 -0.2
C 1.90851 -6.16665 -4.10903 0.3 -0.1 -0.1
C 0.65005 -6.46290 -4.61085 -0.1 0.1 0.1
C -0.48212 -5.95107 -3.99133 -0.1 0.0 0.0
C -0.35636 -5.14725 -2.86599 0.1 -0.1 -0.1
C 0.89942 -4.85587 -2.35304 0.2 0.1 0.2
H 2.80214 -6.55046 -4.58267 0.0 -0.1 0.1
H 0.55367 -7.09281 -5.48546 0.0 0.0 0.0
H -1.46359 -6.17984 -4.38621 0.0 0.0 0.0
H -1.23807 -4.74509 -2.38431 0.0 0.0 0.1
H 1.00799 -4.23856 -1.47284 -0.1 0.0 0.0
F -5.39998 7.74697 -3.61234 0.0 0.0 0.0
C -4.93475 7.05780 -4.67455 0.1 -0.2 -0.3
C -4.62311 7.73823 -5.83448 0.0 0.3 0.0
C -4.13999 7.02727 -6.92347 0.0 -0.2 0.1
C -3.98492 5.64970 -6.84181 0.0 0.0 -0.1
C -4.30787 4.98173 -5.66854 0.0 0.1 -0.1
C -4.78173 5.68953 -4.57342 -0.1 -0.1 0.2
H -4.75842 8.81095 -5.88042 0.0 0.0 0.0
H -3.88483 7.54845 -7.83658 0.0 0.0 0.0
H -3.61174 5.09703 -7.69413 0.0 0.0 0.0
H -4.19104 3.90800 -5.60548 0.0 0.0 0.0
H -5.03128 5.18788 -3.64735 0.0 0.0 0.0
F 3.88050 -8.00589 -6.36768 0.0 0.0 0.0
C 4.80335 -7.25872 -7.00586 0.3 0.2 -0.2
C 5.74202 -7.88524 -7.80113 0.0 -0.3 0.0
C 6.68834 -7.11515 -8.46163 -0.1 0.1 0.1
C 6.69033 -5.73470 -8.31128 0.1 0.0 0.0
C 5.74186 -5.12192 -7.50380 0.1 -0.2 -0.1
C 4.78714 -5.88655 -6.84923 -0.2 0.1 0.2
H 5.72856 -8.96283 -7.89932 0.0 0.0 0.0
H 7.42512 -7.59271 -9.09380 0.0 0.0 0.0
H 7.43225 -5.13682 -8.82456 0.0 0.0 0.0
H 5.74509 -4.04671 -7.38294 0.0 0.0 0.0
H 4.03494 -5.42514 -6.22275 0.0 0.0 0.0
```
Forces are in eV/Å.

Its SMILES is C=CCc1c(CCSc2nnco2)c2c(c(CC(=O)Cl)c1N(C(C)=O)C(C)=O)C(=O)c1c(CCC(=O)O)cccc1C2=O.Fc1ccccc1.Fc1ccccc1.Fc1ccccc1.Fc1ccccc1. The calculation puts the maximum force at 2.25 eV/Å. The total energy is -4109.31817 Ha.



Record 3
# C2H3O2P

The molecule C2H3O2P (ωB97M-V/def2-TZVPD, the Open Molecules 2025 dataset).

XYZ file:
```
8
Properties=species:S:1:pos:R:3:forces:R:3
C -0.15768 -1.27886 -0.78668 1.3 -0.8 2.0
C 0.35201 -1.11749 0.32131 -0.6 -0.3 -1.1
O 1.37306 1.43754 0.34016 0.0 -0.3 -0.7
O -1.02629 0.97828 1.22386 -1.5 -0.4 2.0
P -0.03014 1.05290 0.19458 1.2 1.8 0.9
H -0.49603 -1.64472 -1.74645 0.0 0.6 0.4
H -0.74806 1.38521 -0.87011 -0.2 0.3 -2.2
H 0.73312 -0.81286 1.32334 -0.4 -1.0 -1.2
```
Forces are in eV/Å.

The calculation puts the energy above the lowest of the compared OMol25 structures with the same formula, charge and spin at 49.6 kcal/mol. The calculation puts the maximum force at 2.52 eV/Å.



Record 4
# C4H13N2

The ion C4H13N2 with charge +1 (ωB97M-V/def2-TZVPD, the Open Molecules 2025 dataset).

XYZ file:
```
19
Properties=species:S:1:pos:R:3:forces:R:3
C 0.56287 2.56770 -0.08117 -3.2 0.3 -2.5
C 0.67090 1.14063 -0.61432 -1.3 -1.3 2.2
N 0.19543 0.16851 0.59616 1.8 4.6 0.3
C 0.71868 -1.15683 0.61375 1.8 -0.3 0.8
C -0.24249 -2.02208 -0.16213 -1.7 -0.2 -1.9
N -1.60763 -1.29583 -0.06677 -1.2 -0.2 -1.9
H -0.52925 2.91095 0.04376 1.3 -0.9 -0.1
H 0.87341 3.22311 -0.90037 0.5 0.2 0.5
H 1.00493 2.76305 0.84309 1.3 0.2 1.2
H 1.71963 0.92349 -0.91652 -0.9 -0.2 0.1
H -0.11408 0.93700 -1.39420 1.3 0.4 0.3
H 0.33176 0.75432 1.50767 0.0 -1.8 -2.2
H 0.92462 -1.44172 1.65922 -0.9 -0.3 -0.2
H 1.74400 -1.35643 0.21256 -0.6 0.7 -0.3
H -0.14362 -1.94689 -1.30626 0.7 -0.5 1.8
H -0.27570 -3.08141 0.19395 -0.3 1.0 -0.5
H -2.14005 -1.16248 -0.95568 0.8 -0.9 0.4
H -2.29967 -1.62843 0.56316 -0.4 -0.7 1.1
H -1.39373 -0.29665 0.16410 1.0 -0.1 0.9
```
Forces are in eV/Å.

The calculation puts the energy above the lowest of the compared OMol25 structures with the same formula, charge and spin at 48.9 kcal/mol. Its SMILES is CCNCC[NH3+]. The calculation puts the maximum force at 5.01 eV/Å. As for the charge: +1.